(1)
18
Properties=species:S:1:pos:R:3 method="wB97M-V/def2-TZVPD" lumo_ha=0.0210 gap_ev=8.71 e_above_lowest_kj_mol=499.2 homo_ev=-8.136
C 1.037 1.858 -1.483
C 1.015 0.575 -0.824
C 2.012 -0.220 -0.372
N 1.544 -1.284 0.353
C 0.216 -1.361 0.175
C -0.195 -0.078 -0.418
O -1.380 0.486 -0.506
C -2.482 0.465 0.381
C -2.852 -0.329 1.430
P -1.358 -1.517 1.475
H 1.974 2.081 -1.859
H 0.205 1.847 -2.337
H 0.649 2.685 -0.870
H 3.115 -0.080 -0.523
H 2.093 -1.924 1.006
H -3.111 1.289 0.171
H -1.582 -2.884 1.457
H -0.902 -1.607 2.744

---

(2)
16
Properties=species:S:1:pos:R:3 method="wB97M-V/def2-TZVPD" lumo_ha=-0.0023 gap_ev=8.30 e_above_lowest_kj_mol=506.6 homo_ev=-8.363
O 1.093 2.829 -1.018
C 1.490 1.658 -1.205
C 0.593 0.631 -0.725
C -0.551 1.025 -0.014
C -1.396 0.079 0.999
C -0.675 -1.067 1.209
C 0.320 -1.528 0.074
C 0.848 -0.854 -0.998
H 2.347 1.447 -1.733
H -0.696 2.292 -0.258
H -1.564 0.640 1.898
H -2.074 -0.282 0.162
H -1.182 -2.027 1.319
H -0.137 -1.098 2.356
H 0.245 -2.608 -0.050
H 1.338 -1.136 -2.016